(1)
Computed, not measured: C18H36BN9O4P3S as an isolated structure in a non-equilibrium geometry, with the ωB97M-V functional and the def2-TZVPD basis.

Geometry as XYZ:
```
72
Properties=species:S:1:pos:R:3:forces:R:3
C -1.9184 1.4121 1.4695 -0.1 0.3 0.1
C -1.4247 0.2966 0.4000 -0.4 0.0 -0.3
B -0.9013 0.9696 -0.9907 -3.2 -1.2 0.7
O -1.7774 1.0625 -2.1153 3.7 -0.3 1.3
S 0.8804 1.6735 -1.0764 0.3 0.3 -0.6
P 1.8881 0.9284 0.6561 -1.4 -1.1 1.7
P 4.0095 0.5504 0.2755 6.3 1.4 -0.7
O 4.6942 1.7786 -0.3290 -2.3 -2.7 1.0
O 4.3261 -0.8551 -0.6003 -2.4 -0.9 9.4
O 4.7241 0.3471 1.8254 -3.1 0.4 -2.4
P 0.5463 3.8264 -0.9590 1.1 3.2 -1.5
N 1.6981 4.6845 -1.6309 -0.6 -2.4 0.8
H -1.9332 1.0317 2.5481 0.0 0.3 -1.7
H -2.9995 1.7066 1.2023 1.8 -0.3 0.4
H -1.2612 2.3598 1.4679 -1.0 -1.3 -0.1
H -0.6650 -0.4474 0.8364 -1.0 1.3 -0.6
H -2.3468 -0.3168 0.1187 1.3 0.8 0.4
H -1.1749 1.0080 -2.8992 -1.1 0.5 0.3
H 1.8818 1.9877 1.6422 0.3 0.0 -1.1
H 3.6662 -1.5686 -0.4077 0.5 0.4 0.5
H 4.2356 1.0181 2.3876 1.1 -0.8 0.0
H -0.6606 4.0622 -1.7141 0.1 -0.8 1.0
H 0.2718 4.1441 0.4117 -0.2 -0.6 -0.4
H 2.4275 4.0363 -1.9721 0.1 1.0 0.1
C -4.2100 -3.3449 0.8086 0.2 0.6 0.5
C -3.8411 -2.1053 1.5581 0.3 1.0 0.7
N -3.5538 -1.1364 2.1467 -0.7 -2.1 -1.1
H -4.9902 -3.1183 0.0740 0.4 0.0 0.6
H -3.3347 -3.7399 0.2889 0.0 0.1 0.1
H -4.5831 -4.1009 1.5021 0.1 0.1 0.0
C 2.8597 -2.6635 3.4325 -0.2 0.2 -0.7
C 2.5058 -2.3015 2.0267 -0.3 0.2 -1.1
N 2.2298 -2.0192 0.9267 0.5 -0.9 2.4
H 3.2517 -1.7877 3.9528 0.0 0.0 -0.2
H 1.9734 -3.0240 3.9572 0.0 0.0 -0.1
H 3.6181 -3.4477 3.4335 -0.1 0.1 -0.1
C -6.1846 -3.1739 4.5353 0.0 -0.7 -0.4
C -6.1315 -4.4803 3.8083 0.0 -1.1 -0.6
N -6.0888 -5.4992 3.2392 0.0 2.1 1.1
H -6.5201 -2.3863 3.8588 0.0 -0.1 0.0
H -6.8795 -3.2438 5.3733 0.1 -0.1 -0.1
H -5.1938 -2.9195 4.9142 -0.1 -0.1 -0.1
C 3.9081 0.5271 -4.8235 0.1 -0.2 0.7
C 4.1719 0.1622 -3.3995 0.2 -0.6 1.4
N 4.3930 -0.1308 -2.2761 0.4 4.2 -11.0
H 3.4644 -0.3203 -5.3488 0.1 0.1 0.1
H 3.2223 1.3747 -4.8727 0.1 -0.1 0.1
H 4.8451 0.7983 -5.3130 0.0 -0.1 0.1
C 8.0912 -0.9873 -2.9753 -0.2 0.2 -0.8
C 7.7217 -0.6661 -4.3885 -0.3 0.3 -1.4
N 7.4400 -0.4165 -5.4965 0.5 -0.5 2.5
H 8.4779 -0.0950 -2.4812 -0.1 -0.1 -0.1
H 7.2128 -1.3420 -2.4339 0.0 0.1 -0.1
H 8.8576 -1.7637 -2.9597 -0.1 0.1 -0.1
C -3.5066 5.7419 -2.9234 0.1 -0.2 0.8
C -3.2430 5.3269 -1.5104 0.2 -0.3 1.2
N -3.0388 5.0042 -0.4060 -0.2 0.6 -2.3
H -3.9530 4.9140 -3.4760 0.0 0.0 0.1
H -4.1914 6.5909 -2.9389 0.1 -0.1 0.1
H -2.5715 6.0299 -3.4063 -0.1 0.0 0.1
C -5.1247 -3.1969 -3.3758 -0.4 0.2 0.7
C -5.8362 -2.8219 -2.1151 -0.8 0.4 0.9
N -6.3928 -2.5300 -1.1300 1.0 -0.5 -2.4
H -4.0477 -3.2179 -3.2020 -0.1 0.0 0.0
H -5.4514 -4.1838 -3.7066 0.0 0.1 0.1
H -5.3454 -2.4682 -4.1570 0.0 0.0 0.1
C 0.8243 1.0542 4.9726 0.8 0.0 -0.3
C 2.2167 1.1239 4.4309 1.2 0.1 -0.4
N 3.3047 1.1777 4.0080 -2.6 0.0 0.9
H 0.8528 0.9910 6.0614 0.1 0.0 -0.1
H 0.2681 1.9467 4.6819 0.1 0.0 0.0
H 0.3160 0.1729 4.5775 0.1 0.1 0.0
```
Positions in Å, forces in eV/Å.

Calculated values
Kohn-Sham gap, eV: 7.165
Max |F|, eV/Å: 11.82
Charge: +1
Lowest unoccupied orbital energy, eV: -4.05
2S+1: 1

***

(2)
Computed, not measured: F18H12N9Na2O42S18 as an isolated structure in a non-equilibrium geometry, with the ωB97M-V functional and the def2-TZVPD basis.

Geometry as XYZ:
```
101
Properties=species:S:1:pos:R:3:forces:R:3
Na 1.2772 -2.7461 -2.6998 -0.8 0.1 0.2
Na 2.9628 -0.2954 -1.8666 0.0 1.1 0.7
N 3.6660 -2.3283 -2.8497 1.0 0.6 -4.8
S 4.4453 -2.3807 -4.3436 -1.3 2.8 -3.2
O 4.0170 -3.4367 -5.2232 0.7 0.2 1.0
O 5.8244 -1.9507 -4.2644 -0.9 -1.1 0.1
F 3.7510 -1.1347 -5.0491 0.2 -0.4 0.8
S 4.6543 -3.3204 -2.1983 0.7 -2.9 9.2
O 5.6925 -2.7728 -1.3638 0.1 0.2 -2.0
O 4.8539 -4.6240 -2.7603 0.2 0.5 -1.2
F 3.5962 -3.6277 -1.0193 -0.2 -0.4 -0.5
N 0.0469 5.7920 -3.9049 3.7 2.5 -0.8
S 1.6517 6.1859 -3.6085 0.4 -0.4 -2.6
O 2.5849 5.2570 -4.2024 -0.8 0.9 0.4
O 2.0311 6.7773 -2.3590 -0.6 0.1 -0.3
F 1.6634 7.4302 -4.6641 0.0 -0.1 0.3
S -0.2557 5.0233 -2.6284 -3.2 -5.5 3.2
O -0.8319 5.7368 -1.5340 0.2 0.6 -0.3
O 0.6614 3.9451 -2.3089 0.1 1.6 -0.1
F -1.4787 4.1520 -3.2025 0.2 0.9 0.0
N -0.5536 1.3220 5.4379 -1.7 1.2 4.3
S -1.0133 1.6447 7.0342 5.1 0.0 2.7
O -1.5917 0.5758 7.7991 -0.8 0.3 -0.7
O -1.2325 3.0040 7.4997 -0.7 -1.0 -1.0
F 0.5476 1.5091 7.5355 -0.2 -0.1 -0.1
S -1.9842 1.6485 4.8958 -2.7 0.9 -6.1
O -2.3758 3.0375 4.9344 0.2 -0.8 1.0
O -3.0185 0.6569 5.0656 0.9 0.5 0.5
F -1.5083 1.5255 3.3804 -0.4 -0.5 0.2
N -5.1178 -1.1670 -4.6576 0.8 3.1 -3.0
S -4.6132 -0.0112 -5.8019 -1.7 2.9 -0.1
O -4.4148 -0.4632 -7.1628 -0.7 -0.2 1.1
O -3.8085 1.0911 -5.3533 0.3 -1.6 0.2
F -6.0272 0.8373 -5.8270 -0.3 -1.3 -0.4
S -3.7355 -1.8549 -4.4582 1.2 -4.5 3.6
O -2.8735 -1.3453 -3.4303 -0.2 0.5 -1.2
O -3.1912 -2.5618 -5.5807 0.3 0.8 -0.3
F -4.3843 -3.1227 -3.6261 -0.1 0.2 -0.3
N -6.4344 3.8418 2.8277 -0.3 -0.8 3.3
S -4.8766 3.6674 2.6339 3.9 -1.5 -2.6
O -4.3400 2.3453 2.8505 -1.0 1.1 1.0
O -4.1027 4.8117 3.0111 -0.5 0.0 0.0
F -4.7875 3.6504 1.0314 -0.9 0.9 0.0
S -6.5215 3.4833 4.4878 -3.3 0.5 -1.0
O -5.9410 4.4526 5.3625 0.8 -0.6 -0.1
O -6.7128 2.1062 4.8370 1.1 0.4 -0.2
F -8.0912 3.9386 4.6498 -0.4 0.4 -0.5
N 1.6069 0.6361 -6.3203 -2.0 -2.9 1.4
S 1.7546 1.5380 -5.0711 1.6 5.8 0.8
O 2.3931 1.0350 -3.8935 -0.4 -0.8 0.2
O 0.6811 2.4968 -4.9792 0.8 -1.1 0.5
F 2.9721 2.4231 -5.6497 0.0 -0.1 -0.4
S 0.3638 -0.2994 -5.6701 -1.7 -2.7 -4.2
O -0.9590 0.2008 -5.8800 1.0 0.4 1.0
O 0.6572 -1.1843 -4.5743 0.4 0.8 0.2
F 0.3879 -1.3700 -6.9184 0.6 0.2 0.3
N -0.2486 -4.6614 4.7845 3.3 -1.1 2.9
S 0.7772 -4.3402 3.6235 -0.5 0.9 -6.8
O 1.6759 -5.4100 3.2156 0.2 0.7 1.7
O 1.1419 -2.9821 3.3058 0.1 -1.3 1.7
F -0.2881 -4.5493 2.3936 -0.4 -0.2 0.7
S 0.9396 -5.0485 5.9945 -1.5 0.8 0.3
O 1.6795 -3.9044 6.4595 -0.5 -1.1 -0.3
O 1.6232 -6.3180 5.9421 -0.4 0.3 -0.2
F -0.1491 -5.3576 7.1390 -0.2 0.2 0.1
N 5.5087 -1.3841 2.0077 -2.6 -2.1 1.5
S 4.3623 -0.3292 1.7858 -0.1 4.1 -2.7
O 3.6110 0.1068 2.9147 0.4 -0.6 -0.4
O 3.7160 -0.3244 0.4789 0.2 -0.9 0.8
F 5.4303 0.8630 1.4641 0.1 0.3 0.5
S 4.5602 -2.5714 2.7372 0.8 -3.7 0.8
O 3.7106 -3.3663 1.8920 0.5 1.6 -0.3
O 4.1509 -2.4527 4.1063 0.6 1.1 -0.7
F 5.8051 -3.5989 2.8853 0.8 0.1 0.0
N 0.6940 -0.8476 -1.0811 -2.6 1.7 -1.2
S -0.4286 0.4489 -1.0794 -0.8 3.9 -3.2
O -0.0250 1.5959 -0.3293 0.3 -1.0 0.4
O -1.8468 0.1626 -1.0888 2.0 -0.7 -0.3
F -0.0577 0.9881 -2.5633 -0.5 -1.3 0.8
S 0.3062 -1.2896 0.3579 2.6 -4.2 7.0
O -0.9948 -1.8264 0.6545 -0.1 0.7 -1.9
O 0.8861 -0.4897 1.3917 -0.5 0.0 -1.0
F 1.1636 -2.6677 0.4513 -0.1 1.0 -1.2
O 2.9255 2.6623 -1.3923 0.3 -0.2 0.1
H 3.4470 3.1499 -2.0354 -0.1 0.0 -0.2
H 2.0341 3.0345 -1.5090 -0.1 -0.1 0.0
O 2.4723 2.8076 1.4847 0.1 0.4 0.3
H 1.6620 2.5795 1.0142 0.0 -0.2 0.1
H 3.1291 2.9078 0.7900 -0.2 -0.2 -0.2
O -0.9334 -3.3866 -2.0259 0.4 0.0 -0.2
H -1.7341 -3.8745 -2.2314 -0.1 0.1 -0.1
H -1.2474 -2.5859 -1.5799 -0.1 0.0 0.1
O -4.5094 -1.4957 -0.9415 -0.2 -0.1 0.1
H -4.2754 -1.2490 -0.0411 0.1 0.1 0.0
H -3.8397 -1.0655 -1.4888 0.1 0.0 0.0
O -2.4260 -2.7785 2.6636 -0.4 -0.3 -0.2
H -3.3105 -2.4265 2.5362 0.0 0.2 0.1
H -1.9386 -2.5125 1.8593 -0.1 -0.1 0.7
O 1.1849 -0.8462 5.1452 -0.3 0.6 0.7
H 0.5762 -0.0946 5.3318 0.7 -1.0 -0.6
H 1.1124 -1.0536 4.2078 -0.1 0.0 0.0
```
Positions in Å, forces in eV/Å.

Calculated values
Kohn-Sham gap, eV: 4.742
Max |F|, eV/Å: 9.70
Charge: -7
Lowest unoccupied orbital energy, eV: 8.92
2S+1: 1

***

(3)
Computed, not measured: the molecule C17H17ClN2O3, with the ωB97M-V functional and the def2-TZVPD basis.

Geometry as XYZ:
```
40
Properties=species:S:1:pos:R:3:forces:R:3
O 1.0247 1.6765 -0.7472 0.0 0.1 -0.4
C 1.1362 1.6554 0.4575 -0.1 0.2 0.6
N 2.1531 1.0470 1.1298 0.2 0.0 0.4
C 3.2256 0.3148 0.6179 0.3 -0.2 -0.2
C 4.0893 -0.2963 1.5270 -0.1 0.0 0.0
C 5.1711 -1.0275 1.0777 -0.1 0.1 0.0
C 5.4150 -1.1664 -0.2782 0.0 0.0 -0.1
C 4.5518 -0.5567 -1.1735 0.0 0.0 0.4
C 3.4622 0.1832 -0.7470 -0.1 0.1 -0.2
H 2.8036 0.6507 -1.4591 0.0 0.0 0.0
Cl 4.8361 -0.7179 -2.8696 0.0 0.0 -0.2
H 6.2573 -1.7361 -0.6355 0.1 0.0 -0.1
H 5.8332 -1.4962 1.7896 0.1 0.0 0.1
H 3.9067 -0.1971 2.5872 0.0 0.0 0.1
H 2.0915 1.0382 2.1386 -0.1 0.0 -0.2
C 0.1310 2.3242 1.3899 -0.1 -0.1 -0.2
H 0.1016 1.7970 2.3429 0.1 0.1 0.0
H 0.4487 3.3545 1.5635 0.0 0.0 0.0
C -1.2622 2.3380 0.7575 0.1 0.2 0.1
N -1.5782 1.0776 0.1126 0.0 0.3 0.2
C -2.1948 1.0565 -1.1246 0.1 -0.3 0.0
O -2.6059 2.0328 -1.6899 -0.1 0.2 -0.2
C -2.2765 -0.3836 -1.5910 -0.1 0.0 -0.3
C -3.7501 -0.7418 -1.8572 0.1 0.1 0.0
C -4.4818 -0.8659 -0.5572 -0.1 0.1 -0.1
C -3.9289 -1.5584 0.4265 0.0 -0.1 0.1
C -2.5940 -2.1980 0.2030 0.1 0.1 0.0
H -2.7091 -3.0638 -0.4559 0.1 0.0 0.0
H -2.1522 -2.5370 1.1403 0.0 -0.1 -0.1
C -1.6356 -1.1938 -0.4646 0.1 -0.3 0.1
C -1.2070 -0.1623 0.5636 -0.2 -0.2 -0.3
O -0.6455 -0.3864 1.6084 0.1 -0.1 0.3
H -0.7396 -1.7256 -0.7962 0.0 0.1 0.0
H -4.4032 -1.6771 1.3878 -0.2 0.0 0.1
H -5.4383 -0.3788 -0.4545 -0.2 0.0 0.1
H -3.7903 -1.6943 -2.3940 0.0 0.0 -0.1
H -4.1908 0.0286 -2.4896 0.0 -0.1 -0.1
H -1.7150 -0.4640 -2.5254 0.0 0.1 0.1
H -1.3242 3.0923 -0.0320 0.0 -0.1 0.2
H -2.0156 2.5580 1.5205 0.1 0.0 -0.1
```
Positions in Å, forces in eV/Å.

Calculated values
Kohn-Sham gap, eV: 9.392
SMILES: O=C(CCN1C(=O)[C@H]2CC=CC[C@H]2C1=O)Nc1cccc(Cl)c1
Max |F|, eV/Å: 0.69
Charge: 0
Lowest unoccupied orbital energy, eV: 0.67
2S+1: 1
ΔE to the lowest compared entry with this formula, charge and spin, kcal/mol: 0.0

***

What is the 2S+1 in the second record?
1